Entry 1:
C33H62N2O8 | wB97M-V/def2-TZVPD

Results
Gap between HOMO and LUMO   9.7 eV
Charge   0
Lowest unoccupied orbital energy   0.6 eV

```
105
Properties=species:S:1:pos:R:3:forces:R:3
C 6.2353 -3.1285 3.4727 -0.2 0.4 0.7
C 6.1626 -1.6423 3.8972 0.5 -0.2 -0.1
C 6.5504 -0.6061 2.8126 -0.3 -0.6 -0.1
C 6.3109 -1.0070 1.3490 0.1 0.3 -0.5
C 6.7586 0.1643 0.4284 -0.2 -0.2 0.8
C 4.8808 -1.4514 1.0278 0.1 0.5 -1.3
C 4.7056 -1.6687 -0.5184 -2.2 1.0 1.8
O 5.5280 -1.9393 -1.2986 2.6 -0.8 -2.1
N 3.3490 -1.4453 -0.8683 -0.1 -0.3 0.5
C 2.6684 -1.2563 0.4053 -0.1 0.2 1.0
C 1.1974 -0.8280 0.4231 0.2 -0.5 0.0
C 0.3537 -2.0191 0.9323 0.3 0.9 -0.3
N -1.0906 -1.8577 0.6822 1.1 -1.2 0.3
C -1.8502 -2.4680 1.7899 -0.7 0.2 0.3
C -1.6508 -3.9815 1.9501 0.1 0.2 -0.1
C -1.4931 -2.3717 -0.5547 1.4 0.8 -0.1
C -0.5808 -2.4095 -1.7618 0.5 0.1 0.3
O -2.5868 -2.8106 -0.6815 -2.6 -0.9 -0.3
C 3.7115 -0.4521 1.2231 0.0 -1.3 -0.1
C 3.2481 -0.0858 2.6310 -0.8 0.7 -1.3
C 2.7213 1.3463 2.5931 -1.2 -2.3 1.6
O 3.2736 2.2263 2.0740 1.8 2.6 -1.5
O 1.5434 1.5192 3.2569 -0.1 -0.4 0.6
H 6.9555 -3.3008 2.6790 0.0 -0.1 -0.1
H 5.2457 -3.4920 3.2081 0.1 -0.1 -0.4
H 6.5311 -3.7182 4.3396 0.1 -0.1 0.0
H 6.8836 -1.5208 4.7063 -0.1 0.2 0.1
H 5.1862 -1.4601 4.3461 -0.1 0.1 -0.1
H 7.6216 -0.4301 2.9195 0.0 0.1 -0.1
H 6.0603 0.3579 2.9658 0.0 0.0 0.2
H 6.9579 -1.8441 1.0882 0.0 -0.1 0.1
H 5.8977 0.7664 0.1395 0.1 0.1 -0.1
H 7.4128 0.8092 1.0155 0.2 0.1 -0.2
H 7.2759 -0.1976 -0.4497 0.0 0.0 -0.2
H 4.6635 -2.4572 1.3963 -0.1 0.2 0.7
H 3.2137 -0.7129 -1.5551 0.0 -0.2 -0.2
H 2.7010 -2.2426 0.8887 -0.3 -0.1 -0.1
H 0.8727 -0.5003 -0.5616 -0.1 0.2 0.1
H 1.0153 -0.0284 1.1398 0.1 0.3 -0.2
H 0.5322 -2.0503 2.0070 -0.2 -0.1 0.1
H 0.7447 -2.9670 0.5511 -0.1 0.0 -0.2
H -1.5233 -1.9970 2.7167 0.1 0.2 -0.1
H -2.9093 -2.2165 1.7030 0.2 -0.2 -0.3
H -0.7513 -4.1644 2.5382 0.0 -0.2 0.0
H -1.5529 -4.5024 1.0005 0.0 0.1 -0.1
H -2.5020 -4.4318 2.4536 0.0 0.0 0.2
H 0.4411 -2.0910 -1.5818 -0.1 0.1 -0.2
H -1.0285 -1.8400 -2.5791 0.1 0.0 0.2
H -0.5240 -3.4526 -2.0681 -0.2 -0.1 -0.1
H 3.9127 0.3947 0.5664 0.2 0.5 0.6
H 4.0380 -0.0778 3.3725 0.0 -0.3 0.1
H 2.4020 -0.7194 2.8929 0.3 -0.2 0.5
H 1.6902 2.1048 4.0197 -0.3 0.2 0.0
C -7.1792 -0.1021 1.9737 0.0 0.1 0.1
C -6.3834 0.0769 0.6874 -0.1 0.0 -0.1
C -5.1987 -0.8488 0.9208 0.1 0.0 0.0
O -5.6763 -1.9155 1.7504 -0.1 0.1 0.0
C -6.9659 -1.5791 2.2665 0.0 -0.2 -0.1
H -8.2317 0.1643 1.8817 0.0 0.0 0.0
H -6.7416 0.5059 2.7697 0.0 0.0 0.0
H -6.9704 -0.2734 -0.1652 0.0 0.0 0.0
H -6.0849 1.1068 0.4948 0.0 0.0 0.0
H -4.3909 -0.3394 1.4583 0.0 0.1 -0.1
H -4.7938 -1.2611 -0.0035 0.0 -0.1 0.1
H -7.7105 -2.1965 1.7521 -0.1 0.0 0.1
H -7.0024 -1.8087 3.3325 0.1 0.0 0.0
C -0.8402 3.4956 7.0386 -0.1 -0.2 0.1
C 0.3731 3.7709 7.9180 0.0 0.2 -0.1
C 1.3965 2.7990 7.3529 0.1 -0.2 0.1
O 1.0911 2.6502 5.9604 -0.1 0.1 -0.1
C -0.1943 3.2305 5.6888 0.0 0.2 -0.1
H -1.5576 4.3142 7.0098 0.0 0.0 0.0
H -1.3581 2.5998 7.3896 0.0 0.0 0.0
H 0.7118 4.7995 7.7726 0.0 0.0 0.0
H 0.1894 3.6203 8.9807 0.0 0.0 0.0
H 1.3149 1.8152 7.8258 0.0 0.0 0.0
H 2.4218 3.1529 7.4639 0.0 0.0 -0.1
H -0.0371 4.1608 5.1338 -0.1 0.0 0.0
H -0.7759 2.5498 5.0666 0.1 -0.1 0.0
C -0.9698 -0.9363 -7.1051 0.0 -0.2 -0.1
C -2.3962 -0.7618 -6.6055 -0.1 0.3 0.0
C -2.2613 -1.1358 -5.1379 0.0 -0.2 0.1
O -0.9327 -0.7686 -4.7417 -0.1 0.0 -0.2
C -0.1616 -0.4596 -5.9092 0.0 0.2 0.1
H -0.7511 -0.3778 -8.0143 0.0 0.0 0.0
H -0.7685 -1.9937 -7.2968 0.0 0.0 0.0
H -2.6963 0.2842 -6.7013 0.0 0.0 0.0
H -3.1254 -1.3754 -7.1337 0.0 0.0 0.0
H -2.3745 -2.2155 -4.9899 -0.1 0.0 0.0
H -2.9840 -0.6218 -4.5026 0.1 0.0 0.1
H -0.0114 0.6247 -5.9397 0.0 0.0 -0.1
H 0.8136 -0.9437 -5.8382 0.0 0.0 0.1
C -4.4883 4.5596 -7.2621 0.1 0.1 0.2
C -3.6638 4.7791 -8.5233 -0.1 0.0 -0.2
C -2.4847 3.8472 -8.2898 0.1 0.0 0.1
O -2.9760 2.7543 -7.5062 -0.1 0.1 0.0
C -4.2802 3.0744 -7.0098 -0.1 -0.2 -0.1
H -5.5383 4.8279 -7.3703 0.0 0.0 0.0
H -4.0702 5.1426 -6.4379 0.0 0.0 0.0
H -4.2308 4.4548 -9.3995 0.0 0.0 0.0
H -3.3621 5.8141 -8.6777 0.0 0.0 0.0
H -1.6913 4.3443 -7.7217 0.0 0.1 -0.1
H -2.0586 3.4650 -9.2183 0.0 -0.1 0.0
H -5.0114 2.4721 -7.5598 -0.1 0.0 0.0
H -4.3407 2.8128 -5.9525 0.1 0.0 0.0
```
Forces are in eV/Å.

Entry 2:
C7H20BF4N4O8P2PbS | wB97M-V/def2-TZVPD

Results
Gap between HOMO and LUMO   8.4 eV
Charge   -1
Lowest unoccupied orbital energy   2.3 eV

```
48
Properties=species:S:1:pos:R:3:forces:R:3
Pb 0.0329 0.5624 -0.5954 0.4 0.5 -0.5
C 0.0978 0.0572 2.9550 0.1 -0.4 -0.1
C 0.4104 -1.2639 2.2547 0.0 0.3 0.2
N -0.3017 -1.3902 0.9918 0.0 -0.3 -0.1
C -1.6800 -1.8438 1.0445 -0.2 0.0 -0.1
C -2.7035 -0.7717 1.4230 0.0 0.3 -0.3
S -2.5167 0.8523 0.5677 -0.7 0.0 0.9
C -2.1519 1.9848 1.9716 -0.1 -0.1 -0.4
C -0.6783 2.2675 2.2951 0.0 0.3 0.1
N 0.2008 1.1524 2.0040 0.1 0.0 0.2
H -0.9156 0.0432 3.3564 0.0 0.1 0.0
H 0.7813 0.1824 3.8048 -0.1 0.0 0.0
H 1.4732 -1.2672 2.0097 -0.1 -0.1 0.1
H 0.1904 -2.1099 2.9204 0.1 0.0 0.0
H 0.2524 -2.0515 0.4332 -0.2 0.0 0.0
H -1.9247 -2.1826 0.0368 0.0 -0.1 0.2
H -1.8006 -2.6869 1.7452 0.0 0.1 -0.1
H -3.6938 -1.1192 1.1293 0.0 -0.1 0.2
H -2.7095 -0.5660 2.4889 -0.1 0.0 0.1
H -2.6176 2.9245 1.6755 0.0 0.0 0.1
H -2.6976 1.5780 2.8209 0.0 0.0 0.1
H -0.3566 3.1192 1.7042 0.0 0.0 0.0
H -0.6239 2.5548 3.3587 0.0 0.0 -0.1
H 1.1641 1.4544 1.9198 0.0 0.1 0.1
O 3.4062 0.9456 -2.3466 0.0 -0.1 -0.6
P 2.6152 -0.2855 -3.0060 -0.2 -0.2 -0.1
O 3.0392 -0.6018 -4.3695 0.3 0.1 -0.3
O 1.1410 -0.1413 -2.7023 0.5 0.1 0.0
O 3.1737 -1.5244 -2.0132 -0.5 0.4 0.0
P 2.6448 -1.6014 -0.5120 0.9 -0.5 0.3
O 3.9939 -2.0116 0.2768 -0.4 0.3 0.1
O 1.6355 -2.7045 -0.3938 0.1 0.1 0.0
O 2.2760 -0.2437 0.0344 0.1 0.0 -0.1
H 3.1188 0.9699 -1.4290 0.0 0.2 0.6
H 4.4511 -2.6729 -0.2376 0.4 -0.4 -0.1
N 0.0563 -2.7137 -2.6844 0.2 -0.2 0.1
C -0.8248 -1.7026 -2.8018 -0.6 -0.7 -0.4
N -1.2827 -1.4581 -4.0634 0.0 0.2 -0.2
O -1.3781 -1.1631 -1.8298 0.1 0.3 0.3
H 0.6573 -2.8673 -3.4784 0.0 0.0 -0.1
H 0.5654 -2.7787 -1.7954 -0.1 0.0 -0.1
H -0.6536 -1.6437 -4.8258 0.0 0.1 0.0
H -1.8348 -0.6219 -4.1630 0.1 0.0 0.1
F -0.3356 3.3582 -0.5677 0.2 -0.7 -0.1
B -0.8068 4.6900 -0.4117 0.0 0.1 0.1
F -1.6119 5.0244 -1.4640 -0.6 0.1 -0.9
F -1.5405 4.7284 0.7740 -0.6 0.0 0.8
F 0.2634 5.5394 -0.3055 0.9 0.5 0.0
```
Forces are in eV/Å.

Entry 3:
C38H35ClN2Si2Zr | wB97M-V/def2-TZVPD

Results
Energy relative to the best compared isomer or geometry (same formula, charge and spin)   0.0 kJ/mol
Gap between HOMO and LUMO   4.1 eV
Charge   +2
Lowest unoccupied orbital energy   -7.9 eV

```
79
Properties=species:S:1:pos:R:3:forces:R:3
C -0.4588 -4.3741 1.4430 -0.1 0.3 0.7
C 0.4460 -3.2775 1.2814 -0.4 0.0 0.9
C -0.1693 -2.1146 1.8497 -0.2 -0.6 1.2
H 1.4701 -3.3378 0.9146 -0.4 0.1 -0.1
C -1.4824 -2.4787 2.3139 1.4 -0.5 0.6
C -1.6477 -3.8851 2.0667 1.0 0.0 0.5
H -2.4705 -4.5025 2.4301 0.1 0.2 -0.4
H -0.2408 -5.4188 1.2137 -0.2 0.4 -0.1
H 0.3024 -1.1531 2.0268 -0.2 0.1 -0.3
H -2.1439 -1.8263 2.8847 0.1 -0.1 -0.4
Zr -1.4678 -2.6639 -0.0101 -1.2 1.4 -2.1
Si 2.3149 3.3988 0.2514 -0.7 1.3 -0.6
C 3.0240 3.9607 -1.3743 0.4 0.0 -0.1
C 2.3658 4.9288 -2.1520 0.2 -0.4 -0.4
H 1.4878 5.4456 -1.7570 0.2 -0.1 -0.1
C 2.8133 5.1999 -3.4494 0.0 0.0 0.1
H 2.2798 5.9252 -4.0643 0.2 -0.1 0.2
C 3.9380 4.5438 -3.9633 -0.1 -0.1 0.4
H 4.2819 4.7563 -4.9773 -0.1 -0.1 0.3
C 4.6290 3.6269 -3.1633 0.0 0.0 -0.1
H 5.5190 3.1297 -3.5527 -0.2 0.2 0.1
C 4.1799 3.3395 -1.8734 -0.3 0.2 -0.3
H 4.7042 2.6105 -1.2515 -0.1 0.2 -0.2
C 1.6296 4.8919 1.1438 -0.1 0.0 0.4
C 2.5114 5.9454 1.4390 -0.5 0.2 0.1
H 3.5740 5.8465 1.2029 -0.3 0.1 0.0
C 2.0300 7.1237 2.0200 0.0 -0.2 0.0
H 2.7151 7.9472 2.2205 -0.2 -0.2 0.0
C 0.6744 7.2502 2.3415 0.1 -0.3 -0.1
H 0.3013 8.1699 2.7954 0.1 -0.3 -0.2
C -0.1990 6.1888 2.0885 0.0 -0.1 0.0
H -1.2550 6.2757 2.3504 0.3 0.0 -0.1
C 0.2743 5.0116 1.4994 0.3 0.5 -0.1
H -0.4203 4.1905 1.3022 0.2 0.3 0.1
H 3.3896 2.7851 1.0663 -0.1 -0.4 -0.1
Si 0.5011 1.9307 -0.2356 1.6 -0.5 1.0
C 0.2079 1.4414 1.5632 -0.4 -0.2 -0.1
C 1.2663 1.1781 2.4527 -0.2 0.0 0.3
H 2.3058 1.2138 2.1129 -0.4 -0.1 0.1
C 1.0098 0.9158 3.8036 0.1 0.0 -0.2
H 1.8462 0.7389 4.4817 -0.3 0.0 -0.1
C -0.3034 0.8997 4.2760 -0.1 -0.1 -0.1
H -0.5062 0.6793 5.3260 0.1 0.1 -0.3
C -1.3582 1.1747 3.4002 0.0 0.0 0.1
H -2.3849 1.1882 3.7697 0.3 0.0 0.0
C -1.1041 1.4554 2.0568 0.2 -0.3 0.4
H -1.9282 1.6880 1.3821 0.1 0.0 0.2
C 1.4913 0.5833 -1.1014 -0.4 -0.2 -0.3
C 2.0809 -0.5076 -0.4476 -0.1 -0.1 -0.3
H 1.9391 -0.6475 0.6268 0.1 0.1 -0.3
C 2.8817 -1.4076 -1.1560 -0.1 -0.1 -0.2
H 3.3136 -2.2660 -0.6400 0.1 0.2 -0.1
C 3.1381 -1.2025 -2.5152 -0.2 0.0 0.1
H 3.7768 -1.8965 -3.0621 -0.1 0.2 0.2
C 2.5637 -0.1078 -3.1690 -0.1 -0.1 -0.1
H 2.7765 0.0743 -4.2252 -0.1 -0.1 0.3
C 1.7135 0.7566 -2.4792 0.3 -0.3 0.3
H 1.2424 1.5935 -3.0005 0.2 -0.2 0.1
H -0.7856 1.9805 -0.9335 -0.1 0.6 -0.1
Cl -2.1158 -0.4847 -0.7212 0.3 -0.8 0.1
N -3.7254 -2.8795 0.4086 -0.3 0.7 0.3
C -4.3110 -4.0360 -0.2406 -0.6 -0.1 0.0
C -5.6498 -4.3255 -0.0966 0.7 -0.1 -0.2
C -6.1564 -5.4801 -0.7224 0.1 -0.6 -0.4
C -5.3262 -6.3184 -1.4503 -0.2 0.1 0.1
C -3.9370 -6.0412 -1.6107 -0.5 0.7 0.5
C -3.0147 -6.8605 -2.2890 0.3 0.1 0.0
C -1.6772 -6.4993 -2.3343 0.2 -0.3 -0.2
C -1.2403 -5.3163 -1.7389 -1.3 0.8 0.5
N -2.1177 -4.4877 -1.1152 0.4 -0.8 -0.2
C -3.4523 -4.8498 -1.0054 0.7 -0.2 -0.2
H -4.1448 -2.0053 0.0679 0.1 -0.3 -0.3
H -3.9883 -2.8571 1.4001 0.2 -0.3 -0.3
H -6.2849 -3.6656 0.4955 0.1 -0.2 -0.2
H -7.2178 -5.7112 -0.6274 0.3 0.0 0.0
H -5.7241 -7.2177 -1.9197 0.0 0.2 0.1
H -3.3707 -7.7761 -2.7620 0.2 0.2 0.1
H -0.9364 -7.1190 -2.8344 -0.2 0.1 0.1
H -0.1939 -4.9857 -1.7480 -0.4 -0.3 -0.1
```
Forces are in eV/Å.

Q: Look up the charge of the third one.
A: +2